28
Properties=species:S:1:pos:R:3 method="wB97M-V/def2-TZVPD" charge=0 smiles="NCNC(=O)CN.O.O.O.O" homo_ev=-9.29 relative_energy_kcal_mol=77.1 spin_multiplicity=1
N 1.968 1.472 0.426
C 2.244 0.396 -0.446
N 1.521 -0.834 0.103
C 0.206 -0.900 -0.157
O -0.458 -0.167 -0.883
C -0.765 -1.803 0.721
N -2.156 -1.495 0.568
H 2.399 1.391 1.328
H 0.979 1.717 0.489
H 3.382 0.350 -0.479
H 1.959 0.449 -1.532
H 1.968 -1.336 0.814
H -0.546 -1.920 1.784
H -0.717 -2.890 0.420
H -2.482 -1.468 -0.446
H -2.370 -0.562 0.903
O 0.788 0.543 2.744
H 0.834 0.336 3.722
H 0.491 1.393 2.579
O -2.945 -0.201 -2.017
H -2.043 -0.223 -1.891
H -3.591 0.200 -1.392
O -0.619 2.819 0.709
H -1.510 2.527 1.006
H -0.388 2.313 -0.084
O 0.912 -0.866 -3.225
H 0.044 -0.517 -3.584
H 0.895 -0.726 -2.180



30
Properties=species:S:1:pos:R:3 method="wB97M-V/def2-TZVPD" charge=0 smiles="NC(=O)CNC(N)=O.O.O.O.O.O" homo_ev=-9.56 spin_multiplicity=1
N -1.020 1.453 1.986
C -0.069 0.410 1.915
O 0.625 -0.077 2.823
C 0.189 -0.088 0.449
N -0.565 0.668 -0.524
C -0.059 1.436 -1.629
N 1.335 1.477 -1.670
O -0.818 1.834 -2.493
H -1.653 1.382 2.865
H -1.556 1.823 1.157
H -0.055 -1.192 0.297
H 1.324 -0.038 0.253
H -1.560 0.247 -0.776
H 1.600 2.109 -0.977
H 1.702 1.626 -2.679
O -3.360 1.827 -0.304
H -3.234 0.880 -0.638
H -2.898 2.431 -0.913
O -2.698 -0.627 -1.786
H -2.735 -1.590 -1.912
H -2.688 -0.078 -2.573
O 3.663 -0.131 -0.709
H 3.182 -0.177 -1.615
H 3.317 -0.668 -0.016
O 2.426 -2.147 1.576
H 1.778 -1.528 1.905
H 2.968 -1.999 2.233
O 0.079 -3.211 0.883
H 0.830 -3.641 1.339
H -0.050 -2.414 1.531



25
Properties=species:S:1:pos:R:3 method="wB97M-V/def2-TZVPD" charge=0 smiles=CN(C)C.O.O.O.O homo_ev=-8.96 relative_energy_kcal_mol=33.9 spin_multiplicity=1
C 0.032 0.045 1.695
N 0.211 -1.115 0.838
C -0.779 -0.992 -0.258
C 1.575 -1.093 0.353
H -1.010 0.115 2.021
H 0.388 1.052 1.379
H 0.476 0.022 2.703
H -0.519 -1.687 -1.065
H -1.786 -1.193 0.110
H -0.754 0.024 -0.659
H 2.168 -0.149 0.261
H 1.697 -1.489 -0.666
H 2.246 -1.773 0.885
O -0.670 2.552 -0.163
H -0.081 2.537 -0.938
H -1.416 3.125 -0.342
O 2.042 1.503 -2.034
H 2.088 2.357 -1.599
H 1.495 0.987 -1.422
O -2.297 -2.433 2.992
H -1.794 -2.386 2.147
H -1.576 -2.684 3.593
O -0.798 0.549 -3.381
H -1.087 1.402 -3.045
H 0.151 0.724 -3.405



28
Properties=species:S:1:pos:R:3 method="wB97M-V/def2-TZVPD" charge=-1 homo_ev=-6.28 spin_multiplicity=1
O -1.319 -0.304 0.424
C -0.988 -1.001 -0.597
O -0.834 -2.226 -0.644
C -0.960 -0.122 -1.887
C -0.964 -0.899 -3.201
H -1.782 0.578 -1.758
H -0.096 0.540 -1.759
H -0.111 -0.583 -3.797
H -1.048 -1.983 -3.120
H -1.910 -0.702 -3.722
H -0.501 3.614 2.079
H 0.316 2.532 2.552
O 0.432 3.465 2.289
H -0.428 0.029 2.892
H 0.845 0.659 2.411
O 0.232 0.668 3.184
H -2.168 -0.833 1.833
H -3.598 -1.021 1.727
O -2.965 -0.826 2.426
H 3.321 2.752 0.880
H 2.620 1.364 0.526
O 3.457 1.889 0.490
H 0.803 -2.609 -1.170
H 1.984 -2.074 -2.071
O 1.781 -2.588 -1.278
H 1.922 -0.652 0.329
H 0.516 0.212 0.314
O 1.445 0.119 0.647



33
Properties=species:S:1:pos:R:3 method="wB97M-V/def2-TZVPD" charge=-2 homo_ev=-3.06 spin_multiplicity=1
Sn 0.642 -0.253 0.536
B -2.185 -2.997 -0.756
H -2.827 -2.212 -0.385
H -1.441 -2.610 -1.435
H -1.682 -3.365 0.124
H -2.771 -3.828 -1.116
B -2.236 -1.475 3.797
H -2.873 -1.501 4.667
H -2.789 -1.236 2.902
H -1.539 -0.650 3.819
H -1.836 -2.453 3.580
B 2.659 -2.236 3.624
H 3.487 -1.623 3.946
H 2.662 -3.070 4.308
H 1.771 -1.626 3.677
H 2.818 -2.451 2.578
As -2.871 4.316 2.911
F -3.989 5.605 3.442
F -4.368 3.348 2.288
F -1.752 3.000 2.196
F -1.420 5.183 3.396
F -2.932 3.289 4.411
F -2.848 5.183 1.365
C 2.110 -0.642 -5.857
C 2.607 0.324 -4.848
O 2.128 0.382 -3.730
C 3.723 1.267 -5.242
H 1.465 -0.067 -6.521
H 1.446 -1.320 -5.321
H 2.982 -1.105 -6.319
H 3.630 1.583 -6.281
H 4.765 1.042 -5.017
H 3.464 2.198 -4.738



36
Properties=species:S:1:pos:R:3 method="wB97M-V/def2-TZVPD" charge=-1 homo_ev=-6.34 relative_energy_kcal_mol=22.0 spin_multiplicity=1
O 1.430 -0.491 -3.969
C 1.434 -0.419 -2.766
N 0.669 0.514 -2.027
C -0.326 1.257 -2.743
O -1.625 1.225 -2.195
C 2.419 -1.206 -1.920
H 0.693 0.522 -1.037
H -0.601 0.949 -3.768
H -0.030 2.304 -2.633
H 2.384 -2.261 -2.253
H 3.459 -0.880 -2.207
H 2.270 -1.093 -0.855
H -0.642 -0.682 3.874
H -2.043 -0.129 3.296
O -1.580 -0.844 3.735
H 0.605 -0.960 1.897
H 0.983 0.452 2.299
O 1.289 -0.477 2.426
H 3.023 -0.417 2.346
H 3.549 0.808 2.524
O 3.927 -0.082 2.599
H -2.027 2.054 0.443
H -1.694 1.270 -1.129
O -1.334 1.388 0.297
H -1.407 -0.119 0.710
H -1.523 -1.168 1.898
O -1.219 -1.080 0.986
H 0.286 2.812 2.416
H -0.517 1.664 1.431
O 0.113 1.879 2.323
H -0.759 -1.837 -0.704
H -0.399 -1.441 -2.188
O -0.753 -2.136 -1.636
H -3.892 -0.555 1.284
H -3.453 0.842 0.999
O -3.648 0.254 1.738



35
Properties=species:S:1:pos:R:3 method="wB97M-V/def2-TZVPD" charge=0 smiles=NCCNCN.O.O.O.O.O.O homo_ev=-8.17 relative_energy_kcal_mol=31.0 spin_multiplicity=1
N 2.887 0.678 0.803
C 2.243 1.535 -0.213
C 0.909 1.000 -0.763
N 0.980 0.114 -1.930
C 1.325 -1.280 -1.689
N 1.012 -2.089 -2.849
H 3.557 -0.007 0.513
H 2.205 0.335 1.474
H 2.899 1.693 -1.064
H 1.982 2.417 0.340
H 0.289 0.551 0.038
H 0.295 1.841 -1.077
H 1.666 0.515 -2.564
H 0.801 -1.746 -0.832
H 2.385 -1.518 -1.320
H 0.011 -2.240 -2.990
H 1.415 -1.647 -3.664
O -2.188 -0.878 -0.576
H -1.392 -0.902 -1.137
H -2.573 -1.753 -0.433
O -1.160 -1.325 2.510
H -1.083 -0.664 1.808
H -1.506 -0.928 3.316
O -3.511 0.725 1.275
H -2.870 0.532 0.574
H -4.351 0.825 0.808
O 1.017 -0.450 3.641
H 0.196 -0.941 3.337
H 1.491 -1.099 4.171
O -0.203 1.335 2.190
H 0.369 1.245 2.974
H -0.751 2.121 2.356
O -2.525 0.664 -3.325
H -2.652 1.340 -2.648
H -3.168 0.001 -3.053



35
Properties=species:S:1:pos:R:3 method="wB97M-V/def2-TZVPD" charge=0 smiles="C=C(C)N.O.O.O.O.O.O.O.O" homo_ev=-8.51 relative_energy_kcal_mol=53.7 spin_multiplicity=1
C 1.858 -0.522 -2.008
C 2.228 -0.241 -0.682
C 3.005 -1.228 0.187
N 1.715 0.764 0.213
H 1.001 0.018 -2.431
H 2.459 -1.107 -2.589
H 2.250 -1.681 0.876
H 3.971 -0.758 0.570
H 3.322 -1.989 -0.511
H 1.664 0.485 1.248
H 0.638 0.944 -0.061
O -1.753 1.122 -0.870
H -2.252 1.604 -1.508
H -0.977 1.765 -0.775
O -2.386 -0.016 1.427
H -2.580 -0.798 1.040
H -2.347 0.633 0.669
O -0.871 3.527 -0.220
H -0.821 3.473 0.698
H -0.118 3.947 -0.592
O -1.909 -2.480 0.434
H -1.906 -2.224 -0.537
H -2.607 -3.119 0.475
O 0.354 3.195 1.931
H 0.338 2.425 2.410
H 1.282 3.086 1.601
O -0.162 0.741 2.752
H -1.129 0.477 2.738
H 0.370 -0.002 3.047
O -1.712 -0.550 -2.469
H -1.168 -0.084 -1.690
H -0.945 -1.002 -2.988
O 0.025 -3.647 -0.768
H -0.547 -3.510 -1.601
H -0.292 -3.247 -0.015



36
Properties=species:S:1:pos:R:3 method="wB97M-V/def2-TZVPD" charge=0 smiles="CNCC=O.O.O.O.O.O.O.O.O" homo_ev=-9.31 relative_energy_kcal_mol=16.7 spin_multiplicity=1
C -1.741 -0.230 -0.080
N -0.478 -0.860 0.302
C 0.560 -0.766 -0.748
C 1.081 -2.120 -1.057
O 1.138 -2.508 -2.211
H -2.558 -0.652 0.512
H -1.726 0.847 0.088
H -1.989 -0.471 -1.109
H -0.190 -0.539 1.209
H 1.308 0.002 -0.529
H 0.167 -0.145 -1.543
H 1.370 -2.778 -0.233
O -0.799 -1.978 -4.078
H -1.606 -2.194 -3.605
H -0.061 -2.453 -3.640
O 0.028 0.161 3.228
H 0.911 0.141 2.811
H -0.053 -0.410 3.992
O 1.852 3.088 1.291
H 2.090 3.293 0.386
H 0.885 3.040 1.291
O -0.189 2.669 -0.929
H -0.168 2.543 -1.889
H -1.038 2.243 -0.786
O 2.309 0.469 1.935
H 1.974 1.377 1.751
H 3.236 0.549 2.149
O -0.752 0.639 -3.310
H 0.067 0.791 -3.782
H -1.040 -0.292 -3.399
O -0.710 2.726 2.704
H -0.366 1.885 3.070
H -1.628 2.569 2.476
O -0.267 -3.602 1.353
H -0.684 -2.752 1.131
H -0.936 -4.284 1.252



37
Properties=species:S:1:pos:R:3 method="wB97M-V/def2-TZVPD" charge=0 smiles="C=C(C)O.O.O.O.O.O.O.O.O.O" homo_ev=-9.79 relative_energy_kcal_mol=11.2 spin_multiplicity=1
C -1.129 -1.892 1.365
C -1.024 -1.717 0.078
C -0.856 -2.844 -0.842
O -0.970 -0.457 -0.500
H -1.118 -2.832 1.932
H -1.034 -1.341 2.337
H -0.630 -3.788 -0.339
H -1.628 -3.152 -1.554
H -0.096 -2.544 -1.534
H -1.749 0.096 -0.512
O -2.848 2.315 -0.757
H -3.645 1.834 -1.058
H -2.419 2.231 -1.615
O -2.152 0.685 -2.772
H -1.981 -0.065 -2.216
H -1.274 1.071 -2.970
O 0.359 1.568 0.771
H 0.569 2.459 0.481
H 0.064 0.998 0.041
O 2.642 -0.313 -1.540
H 3.224 -1.095 -1.660
H 3.154 0.122 -0.826
O 2.877 0.951 1.318
H 3.429 1.293 2.008
H 1.904 1.051 1.212
O 3.259 -1.636 1.023
H 2.304 -1.724 1.080
H 3.359 -0.720 1.370
O 0.854 0.770 -2.999
H 1.212 0.959 -3.865
H 1.505 0.233 -2.409
O 1.424 1.689 3.635
H 1.184 0.808 3.899
H 1.311 1.796 2.700
O -3.564 0.701 1.654
H -3.534 1.256 0.860
H -2.985 1.235 2.205



40
Properties=species:S:1:pos:R:3 method="wB97M-V/def2-TZVPD" charge=0 smiles=CCSSC.O.O.O.O.O.O.O.O.O homo_ev=-7.97 relative_energy_kcal_mol=28.8 spin_multiplicity=1
C 1.041 0.768 -1.087
C -0.351 0.879 -0.443
S -0.412 2.661 0.043
S -1.994 3.271 1.104
C -2.689 1.941 2.335
H 1.891 1.059 -0.411
H 1.109 1.149 -2.125
H 1.210 -0.294 -1.216
H -1.118 0.614 -1.167
H -0.355 0.331 0.492
H -2.846 0.857 2.242
H -2.201 2.110 3.280
H -3.657 2.454 2.395
O -0.554 -3.826 -0.931
H -0.007 -3.888 -1.755
H -1.059 -3.073 -1.284
O -1.813 -1.727 1.963
H -2.356 -2.369 2.425
H -2.209 -1.585 1.089
O 0.398 -1.754 0.519
H 0.314 -2.713 0.354
H -0.352 -1.489 1.092
O 2.323 -2.931 -2.567
H 2.926 -3.319 -3.212
H 2.903 -2.870 -1.792
O 3.045 -1.196 0.888
H 2.107 -1.377 0.674
H 2.966 -0.469 1.521
O -3.179 -1.692 -0.703
H -2.663 -0.948 -1.032
H -3.448 -2.229 -1.455
O -2.264 2.028 -3.799
H -1.547 1.484 -4.142
H -1.838 2.643 -3.188
O 2.975 1.160 2.796
H 2.515 1.716 3.438
H 3.019 1.796 2.068
O 4.689 -2.693 -0.746
H 3.995 -2.114 -0.378
H 5.166 -2.967 0.043



40
Properties=species:S:1:pos:R:3 method="wB97M-V/def2-TZVPD" charge=+1 homo_ev="-13.25 / -13.25" relative_energy_kcal_mol=0.0 spin_multiplicity=2
C 2.857 -0.600 -2.625
N 2.050 -1.430 -1.683
C 1.130 -2.459 -2.359
C 2.881 -2.208 -0.754
H 2.448 0.410 -2.744
H 2.553 -0.971 -3.630
H 3.889 -0.488 -2.349
H 0.756 -3.240 -1.703
H 0.304 -1.871 -2.866
H 1.544 -3.056 -3.139
H 2.020 -2.655 -0.119
H 3.558 -1.757 -0.037
H 3.276 -3.118 -1.241
H 2.139 -0.174 1.399
H 2.944 -0.957 2.580
O 2.312 -1.037 1.830
H -0.657 -2.575 1.779
H -0.368 -1.151 1.635
O -1.143 -1.737 1.755
H -1.808 0.453 2.677
H -2.409 -0.870 2.872
O -2.497 0.022 3.209
H -0.153 2.986 3.101
H -1.255 2.742 1.911
O -0.414 2.514 2.313
H 2.765 1.809 1.517
H 1.148 2.104 1.465
O 1.912 1.577 1.147
H -2.440 1.528 -0.787
H -3.650 0.794 -0.744
O -3.234 1.399 -1.374
H -2.925 1.828 2.102
H -3.883 2.383 1.015
O -3.209 2.646 1.657
H -1.639 -0.517 -4.707
H -0.761 0.546 -4.095
O -1.084 -0.353 -3.942
H 0.459 0.901 -0.103
H -0.595 -0.062 -0.696
O -0.487 0.726 -0.160



42
Properties=species:S:1:pos:R:3 method="wB97M-V/def2-TZVPD" charge=0 smiles=CSSCCN.O.O.O.O.O.O.O.O.O homo_ev=-8.06 relative_energy_kcal_mol=11.9 spin_multiplicity=1
C -2.402 3.570 0.615
S -1.052 4.099 -0.443
S 0.552 2.898 -0.616
C -0.067 1.320 -1.311
C 1.170 0.376 -1.371
N 1.487 -0.173 -0.049
H -2.910 2.758 0.114
H -1.996 3.413 1.687
H -3.166 4.303 0.766
H -0.630 1.396 -2.248
H -0.797 0.947 -0.614
H 2.120 0.960 -1.780
H 1.096 -0.439 -2.060
H 2.250 0.217 0.494
H 1.473 -1.168 -0.001
O -3.035 -2.561 -1.854
H -3.715 -3.085 -1.423
H -2.630 -3.013 -2.566
O -0.235 -2.620 -0.122
H -0.240 -3.572 0.104
H -0.882 -2.327 0.543
O 1.868 -3.996 1.811
H 1.504 -3.358 1.119
H 1.703 -3.568 2.637
O 4.253 2.904 1.738
H 3.527 3.375 2.145
H 4.097 2.841 0.787
O -1.080 -0.550 2.168
H -0.262 -0.389 1.634
H -1.489 0.352 2.065
O -0.627 -2.749 -3.135
H -0.897 -3.518 -3.622
H -0.086 -3.032 -2.394
O -2.522 1.418 3.893
H -1.615 1.676 4.116
H -2.480 0.496 3.651
O 3.433 0.590 2.168
H 3.990 1.398 2.256
H 3.906 0.106 1.506
O -1.223 -0.137 -3.973
H -0.882 -0.200 -4.860
H -1.510 -0.959 -3.575



42
Properties=species:S:1:pos:R:3 method="wB97M-V/def2-TZVPD" charge=+1 homo_ev=-13.26 relative_energy_kcal_mol=38.8 spin_multiplicity=1
C -0.327 0.402 0.180
C -0.026 0.915 1.605
C 0.299 2.404 1.469
O -1.149 0.744 2.488
N -0.707 -1.008 0.026
H -1.021 1.030 -0.381
H 0.558 0.624 -0.395
H 0.740 0.198 1.891
H 0.558 2.744 0.475
H 1.146 2.597 2.143
H -0.485 2.976 1.969
H -1.938 1.000 1.982
H -1.663 -1.222 0.316
H -0.106 -1.682 0.509
H -0.532 -1.308 -0.944
H 2.598 -1.337 2.317
H 1.292 -2.120 2.828
O 1.684 -1.558 2.154
H 3.475 0.983 -1.981
H 4.023 0.437 -0.746
O 3.162 0.642 -1.134
H 2.377 -1.931 -0.470
H 2.546 -3.362 -1.079
O 2.176 -2.865 -0.343
H 0.505 2.355 -2.535
H 1.862 2.860 -2.563
O 1.355 2.184 -2.086
H -1.620 3.449 -1.876
H -1.907 2.806 -3.340
O -1.323 2.869 -2.581
H -0.702 -4.469 -1.125
H -0.599 -3.814 0.268
O -0.968 -3.697 -0.615
H 0.167 -0.088 -3.300
H 1.138 0.226 -2.130
O 0.268 -0.129 -2.345
H -1.823 -2.275 3.255
H -1.887 -0.975 2.460
O -1.954 -1.946 2.361
H -4.253 0.067 0.936
H -3.504 0.810 -0.275
O -3.437 0.463 0.615